[1]
{"formula": "C11H44N22O11", "method": "ωB97M-V/def2-TZVPD", "total_charge": -1, "e_tot_ev": -67431.7698, "lumo_ev": [2.218, 2.139], "multiplicity": 2, "e_homo_ev": [-0.41, -5.77], "max_force_ev_per_a": 6.70, "gap_ev": [2.630, 7.910], "s2": 0.7506, "elements": ["C", "O", "N", "N", "H", "H", "H", "H", "C", "O", "N", "N", "H", "H", "H", "H", "C", "O", "N", "N", "H", "H", "H", "H", "C", "O", "N", "N", "H", "H", "H", "H", "C", "O", "N", "N", "H", "H", "H", "H", "C", "O", "N", "N", "H", "H", "H", "H", "C", "O", "N", "N", "H", "H", "H", "H", "C", "O", "N", "N", "H", "H", "H", "H", "C", "O", "N", "N", "H", "H", "H", "H", "C", "O", "N", "N", "H", "H", "H", "H", "C", "O", "N", "N", "H", "H", "H", "H"], "positions_angstrom": [[-2.6077, 2.6712, -0.9337], [-2.9139, 3.3343, 0.0245], [-2.6980, 1.3736, -1.2014], [-2.3721, 3.2817, -2.0377], [-3.0662, 0.7306, -0.5151], [-2.6413, 0.8867, -2.0845], [-2.2962, 4.2887, -2.0546], [-2.2203, 2.8023, -2.9137], [4.2858, -0.1070, -4.2927], [5.0139, -0.0978, -3.3620], [3.0786, 0.2721, -4.3374], [4.6667, -0.3827, -5.5179], [2.6238, 0.1883, -5.2353], [2.5228, 0.3004, -3.4945], [5.6308, -0.5535, -5.7659], [4.0358, -0.7492, -6.2163], [3.4452, -0.8297, 1.6200], [3.3122, -0.2142, 2.6149], [2.8187, -1.9502, 1.4289], [4.0956, -0.4855, 0.5377], [2.6272, -2.2144, 0.4730], [2.1637, -2.3349, 2.0946], [3.9755, -1.1411, -0.2212], [4.4263, 0.4488, 0.3434], [-2.8514, 0.1479, 4.9254], [-1.8773, -0.5054, 4.9824], [-3.7094, 0.2748, 5.8801], [-3.3607, 0.7613, 3.8960], [-3.5313, -0.0805, 6.8086], [-4.4040, 0.9981, 5.7599], [-4.3509, 0.8589, 3.7224], [-3.0125, 0.6168, 2.9590], [-3.5990, 3.7505, 3.3066], [-3.5836, 4.2767, 4.4219], [-2.5717, 3.7543, 2.5339], [-4.6594, 3.3004, 2.7485], [-1.7420, 4.0253, 3.0420], [-2.6292, 3.6587, 1.5300], [-4.5377, 2.7076, 1.9399], [-5.5044, 3.2031, 3.2931], [0.1151, 0.0192, 0.5514], [0.0640, -1.0536, 1.1491], [-0.3909, 1.1136, 1.0069], [0.7798, 0.2416, -0.5330], [-0.2521, 2.0079, 0.5584], [-0.9976, 1.2685, 1.7994], [1.2803, -0.5419, -0.9275], [1.0998, 1.1511, -0.8340], [1.0435, -2.6919, 4.6274], [2.1434, -3.0749, 4.3112], [0.3611, -1.8018, 3.9449], [0.6024, -2.8321, 5.8452], [-0.5364, -1.5668, 4.3441], [0.6435, -1.5383, 3.0117], [1.2612, -3.0351, 6.5834], [-0.2970, -2.4745, 6.1337], [-1.5188, -1.4779, -4.4285], [-1.5503, -2.6190, -4.6905], [-2.1515, -0.5591, -5.0971], [-0.7065, -0.8979, -3.5688], [-1.7577, 0.3593, -4.9500], [-2.5507, -0.8556, -5.9762], [-0.9287, 0.0296, -3.2364], [-0.1842, -1.5464, -2.9970], [0.5389, 4.8170, -0.1910], [1.1291, 3.7767, 0.0640], [0.6518, 5.4561, -1.2977], [-0.2270, 5.4093, 0.6853], [0.0043, 6.2026, -1.5065], [1.2198, 4.9510, -1.9628], [-0.2796, 5.0140, 1.6132], [-0.7030, 6.2806, 0.4995], [-1.0134, -3.4935, -1.0445], [-0.1025, -2.8898, -1.6220], [-1.6394, -4.5875, -1.5077], [-1.3936, -3.1819, 0.1428], [-1.4385, -4.8992, -2.4472], [-2.2871, -5.1124, -0.9376], [-0.9275, -2.4380, 0.6424], [-2.0526, -3.7677, 0.6355], [3.6646, -3.3933, -2.0416], [3.0002, -2.5976, -1.3859], [4.2697, -4.4833, -1.6456], [3.6423, -3.4288, -3.3487], [4.6146, -5.0592, -2.4003], [4.3433, -4.7476, -0.6736], [3.2462, -2.5954, -3.7592], [4.1859, -4.1227, -3.8418]], "mulliken_spin": [2.482, -0.827, -0.693, 0.264, 0.033, 0.066, -0.438, -0.263, 0.137, -0.033, 0.200, -0.023, -0.095, -0.071, -0.004, 0.001, 0.001, 0.001, 0.000, 0.000, -0.001, -0.001, 0.000, -0.001, 0.030, -0.009, -0.004, 0.019, 0.000, -0.001, -0.009, -0.015, 0.037, 0.006, -0.101, -0.033, 0.005, 0.026, 0.018, -0.016, 0.045, 0.070, -0.013, -0.272, 0.003, -0.011, 0.054, 0.048, 0.000, 0.000, 0.001, 0.000, 0.001, -0.001, 0.000, 0.000, 0.740, -0.204, 0.370, -0.524, -0.312, -0.073, 0.132, 0.114, 0.261, -0.067, 0.181, -0.044, -0.123, -0.125, 0.001, -0.033, 0.131, 0.010, -0.020, -0.034, 0.004, 0.000, -0.018, 0.003, 0.007, 0.010, 0.003, 0.002, 0.000, -0.001, -0.006, -0.001]}


[2]
{"formula": "C11H44N4O11", "method": "ωB97M-V/def2-TZVPD", "smiles": "NC(N)=O.NC(N)=O.CO.CO.CO.CO.CO.CO.CO.CO.CO", "e_tot_ev": -40600.9710, "lumo_ev": -0.044, "e_homo_ev": -9.25, "max_force_ev_per_a": 2.15, "gap_ev": 9.209, "elements": ["C", "O", "H", "H", "H", "H", "C", "O", "H", "H", "H", "H", "C", "O", "H", "H", "H", "H", "C", "O", "H", "H", "H", "H", "C", "O", "H", "H", "H", "H", "C", "O", "H", "H", "H", "H", "C", "O", "H", "H", "H", "H", "C", "O", "H", "H", "H", "H", "C", "O", "H", "H", "H", "H", "C", "O", "N", "N", "H", "H", "H", "H", "C", "O", "N", "N", "H", "H", "H", "H"], "positions_angstrom": [[0.4227, 2.6085, -4.2353], [0.7150, 3.8081, -3.5222], [-0.6483, 2.5511, -4.4567], [0.9251, 2.6945, -5.1997], [0.6521, 1.7221, -3.6465], [1.1909, 4.4111, -4.0914], [-2.4744, 2.5953, -1.7376], [-1.8998, 1.3080, -1.5624], [-3.5620, 2.5306, -1.6616], [-2.1313, 3.2633, -0.9425], [-2.1809, 3.0395, -2.6915], [-1.2707, 1.4038, -0.8391], [2.6500, -2.9515, -0.4974], [3.3704, -2.4137, -1.6094], [1.8139, -2.2882, -0.2718], [2.3453, -3.9786, -0.7108], [3.2650, -2.8768, 0.4069], [4.2298, -2.8449, -1.5601], [-1.0159, -3.9302, -2.0323], [0.1475, -4.3715, -2.7430], [-0.7826, -3.1456, -1.3149], [-1.6828, -3.4962, -2.7784], [-1.5641, -4.7641, -1.5956], [0.9285, -3.9835, -2.3435], [-2.4716, 3.7475, 2.9978], [-2.9052, 2.5915, 3.7410], [-2.4808, 3.5698, 1.9202], [-3.2557, 4.4875, 3.1517], [-1.4981, 4.0605, 3.3697], [-2.2042, 1.9475, 3.5836], [0.5912, 0.2995, -0.0070], [-0.1515, 1.1484, 0.8493], [0.7196, 0.9083, -0.9130], [1.6323, 0.1123, 0.2595], [0.0581, -0.5645, -0.4113], [-0.4088, 0.6660, 1.6469], [-1.9811, -3.2204, 1.8251], [-0.6747, -2.7291, 1.9458], [-2.1550, -3.6554, 0.8373], [-2.1765, -4.0703, 2.4894], [-2.7712, -2.4866, 1.9939], [-0.6548, -1.8662, 2.3740], [3.4605, 2.6695, -0.6735], [4.5755, 3.5217, -0.4755], [3.0949, 2.1353, 0.2095], [2.6202, 3.1391, -1.2003], [3.7986, 1.8953, -1.3724], [4.2961, 4.0741, 0.2663], [2.7919, -0.5761, 2.7338], [3.8242, -0.1307, 3.6248], [3.2795, -0.8280, 1.7962], [2.3823, -1.4959, 3.1617], [2.0112, 0.1768, 2.6173], [3.4181, 0.1143, 4.4594], [-1.4439, -0.1582, 4.4456], [-1.2130, -0.1009, 3.2303], [-2.6701, -0.2929, 5.0180], [-0.5167, 0.2576, 5.3531], [-3.4580, -0.6137, 4.4787], [-2.7398, -0.4767, 6.0005], [-0.7243, 0.2915, 6.3286], [0.3527, 0.5841, 4.9706], [-1.5120, -1.3310, -4.4717], [-2.7269, -1.3927, -4.6626], [-0.5207, -1.7718, -5.2906], [-1.0156, -0.7835, -3.3182], [-0.8256, -2.0958, -6.1922], [0.4438, -1.8073, -5.0388], [-1.5936, -0.3079, -2.6402], [-0.0446, -0.5334, -3.3752]], "mulliken_charge": [-0.402, -0.509, 0.188, 0.440, -0.012, 0.290, -0.647, -0.491, 0.300, 0.245, 0.153, 0.265, -0.451, -0.523, -0.006, 0.403, 0.335, 0.305, 0.033, -0.554, -0.291, 0.163, 0.314, 0.272, -0.412, -0.512, 0.084, 0.260, 0.242, 0.320, -0.581, -0.482, 0.244, 0.173, 0.371, 0.320, -0.514, -0.480, 0.123, 0.297, 0.254, 0.324, -0.375, -0.547, 0.123, 0.255, 0.243, 0.311, -0.216, -0.570, 0.132, 0.323, 0.056, 0.296, 0.627, -0.659, -0.387, -0.416, 0.233, 0.179, 0.144, 0.211, 0.605, -0.684, -0.359, 0.274, 0.221, 0.161, 0.016, -0.046]}


[3]
{"formula": "C11H44O11", "method": "ωB97M-V/def2-TZVPD", "smiles": "CO.CO.CO.CO.CO.CO.CO.CO.CO.CO.CO", "e_tot_ev": -34637.2118, "lumo_ev": 0.256, "e_homo_ev": -9.74, "max_force_ev_per_a": 2.87, "gap_ev": 9.995, "elements": ["C", "O", "H", "H", "H", "H", "C", "O", "H", "H", "H", "H", "C", "O", "H", "H", "H", "H", "C", "O", "H", "H", "H", "H", "C", "O", "H", "H", "H", "H", "C", "O", "H", "H", "H", "H", "C", "O", "H", "H", "H", "H", "C", "O", "H", "H", "H", "H", "C", "O", "H", "H", "H", "H", "C", "O", "H", "H", "H", "H", "C", "O", "H", "H", "H", "H"], "positions_angstrom": [[-38.2255, -18.0983, 0.6191], [-37.9157, -18.9982, -0.4645], [-38.7867, -18.5849, 1.4337], [-38.7789, -17.2304, 0.2249], [-37.3065, -17.6935, 1.0147], [-37.1659, -18.6719, -0.9334], [-31.5139, -19.9516, 1.6077], [-31.1605, -18.5432, 1.6108], [-30.6425, -20.5901, 1.4722], [-32.2142, -20.1269, 0.8277], [-31.8994, -20.3494, 2.4741], [-30.5454, -18.3548, 2.3551], [-36.9168, -20.9884, -3.1912], [-36.3913, -20.2492, -4.2522], [-36.1600, -21.5895, -2.6239], [-37.6587, -21.6894, -3.6204], [-37.3084, -20.3019, -2.4065], [-35.7656, -20.7207, -4.7892], [-34.4194, -24.4208, -0.6666], [-33.0368, -23.9684, -0.8220], [-34.9334, -23.7068, -1.3528], [-34.7692, -24.2667, 0.3660], [-34.5444, -25.4676, -0.9277], [-32.5381, -24.7241, -0.5920], [-34.4949, -18.6906, 1.8965], [-34.1639, -17.6568, 2.7609], [-35.4564, -18.5437, 1.3914], [-34.5191, -19.6374, 2.3971], [-33.7919, -18.8189, 1.0688], [-33.2785, -17.8243, 3.0761], [-34.8031, -17.1486, -1.4113], [-35.5528, -18.2552, -1.7708], [-35.4522, -16.3088, -1.4057], [-34.0307, -16.9404, -2.1677], [-34.4187, -17.3302, -0.4135], [-34.8841, -18.9262, -2.0896], [-35.6362, -21.2390, 0.1527], [-34.3047, -21.4927, 0.3912], [-35.7663, -20.5977, -0.6820], [-36.1063, -20.7021, 0.9838], [-36.2082, -22.1505, -0.0570], [-33.8782, -21.7817, -0.4170], [-37.0496, -18.7262, 3.8858], [-37.8723, -18.9367, 5.0366], [-36.0113, -19.0304, 4.1779], [-37.1413, -17.7154, 3.4959], [-37.3430, -19.3615, 3.0144], [-38.2792, -18.1293, 5.3334], [-29.4405, -23.2875, 0.4699], [-30.5639, -22.6028, 0.0123], [-28.5739, -23.1913, -0.1623], [-29.7051, -24.3519, 0.4429], [-29.1975, -23.0325, 1.4654], [-31.3414, -22.9346, 0.4611], [-35.4950, -22.5158, 3.1397], [-34.1094, -22.1979, 3.2846], [-35.8067, -23.2213, 3.9150], [-35.7093, -22.9673, 2.1509], [-36.0433, -21.5917, 3.1580], [-33.8127, -22.1390, 2.3916], [-33.0228, -21.2072, -2.6974], [-33.7204, -20.1712, -2.1253], [-32.3906, -20.9159, -3.5439], [-33.7134, -21.9590, -3.1062], [-32.4012, -21.6671, -1.9725], [-33.1313, -19.7882, -1.4718]], "mulliken_charge": [-0.625, -0.457, 0.260, 0.349, 0.133, 0.264, -0.531, -0.551, 0.411, -0.088, 0.437, 0.310, 0.244, -0.519, -0.259, 0.411, -0.046, 0.303, -0.491, -0.466, 0.012, 0.108, 0.460, 0.290, 0.066, -0.565, -0.367, 0.706, -0.125, 0.339, -0.830, -0.426, 0.307, 0.309, 0.250, 0.464, -0.092, 1.476, -0.575, -0.128, 0.549, -0.739, -0.163, -0.560, 0.133, 0.360, -0.085, 0.312, -0.722, -0.403, 0.269, 0.260, 0.307, 0.172, -0.082, -0.583, 0.384, -0.103, -0.083, 0.228, -0.414, -0.527, 0.255, 0.262, -0.011, 0.219]}


Question: Which formula does entry 2 have?
Answer: C11H44N4O11


Question: Number 1 is which compound?
Answer: C11H44N22O11